{"formula": "C4H11INO2", "method": "wB97M-V/def2-TZVPD", "species": ["I", "O", "O", "N", "C", "C", "C", "C", "H", "H", "H", "H", "H", "H", "H", "H", "H", "H", "H"], "positions_angstrom": [[1.984, 2.625, -0.982], [-0.491, -1.555, 0.576], [0.684, -0.016, -1.395], [-0.071, 1.107, 0.457], [-1.444, -0.712, 0.676], [1.079, 0.645, -0.287], [-2.333, -0.474, -0.436], [2.112, -0.116, 0.557], [2.428, 0.565, 1.290], [1.685, -1.074, 0.993], [-1.940, -0.991, -1.354], [2.923, -0.306, -0.086], [-0.622, 1.829, 0.015], [-2.468, 0.621, -0.481], [0.251, 1.251, 1.370], [-0.124, -1.751, -0.253], [1.362, -0.028, -2.218], [-3.274, -1.037, -0.158], [-1.741, -0.582, 1.717]], "forces_ev_per_a": [[0.2, -0.5, 0.1], [-0.5, -0.6, 3.4], [0.8, -1.1, -3.8], [-0.7, -2.5, -1.0], [1.2, -0.4, -0.1], [1.2, 1.7, 0.1], [-0.8, -0.6, -0.6], [-2.2, -0.5, -0.2], [0.6, 0.5, 1.4], [0.6, 1.3, -0.5], [-0.3, 1.1, 0.7], [1.1, -0.5, -0.6], [0.4, 0.3, 0.2], [-0.6, -0.7, -0.6], [0.0, 1.0, 1.6], [0.4, -0.2, -2.6], [-2.0, 0.3, 3.2], [0.6, 0.9, -0.3], [0.1, 0.5, -0.2]], "lowdin_charge": [0.81, 0.13, -0.11, 0.06, -0.15, -0.95, -0.01, -0.06, 0.06, 0.11, 0.13, 0.07, 0.09, 0.11, 0.10, 0.11, 0.20, 0.14, 0.17], "gap_ev": 8.360, "total_charge": 1, "largest_force_ev_per_a": 4.0, "e_tot_ev": -18003.753, "mol_weight_g_mol": 232.0, "de_lowest_kj_mol": 77.9}

=====

{"formula": "C19H27N4O9PSeZr", "method": "wB97M-V/def2-TZVPD", "species": ["Zr", "Se", "P", "O", "O", "O", "O", "O", "O", "O", "O", "O", "N", "N", "N", "N", "C", "C", "C", "C", "C", "C", "C", "C", "C", "C", "C", "C", "C", "C", "C", "C", "C", "C", "C", "H", "H", "H", "H", "H", "H", "H", "H", "H", "H", "H", "H", "H", "H", "H", "H", "H", "H", "H", "H", "H", "H", "H", "H", "H", "H", "H"], "positions_angstrom": [[0.550, 0.225, 0.686], [1.194, 0.080, 3.265], [-1.646, -1.645, 0.315], [0.332, -1.039, 2.204], [-1.817, -0.075, 0.970], [2.714, -0.229, 2.711], [-0.694, -0.922, -0.885], [2.793, 1.064, 0.425], [3.127, 4.892, -1.706], [0.794, 1.441, 2.217], [-1.789, 0.605, 3.111], [-3.068, -1.788, -0.355], [1.942, -1.394, -0.246], [3.697, 3.172, -0.309], [4.537, -4.952, 1.585], [-0.287, 2.053, -0.464], [-1.314, -1.543, -3.163], [3.566, -3.113, 0.039], [-2.606, -0.050, 2.201], [1.382, 3.767, -0.536], [2.502, -2.358, 0.499], [-3.737, -3.109, -0.457], [0.887, 2.543, -0.906], [4.117, -4.135, 0.896], [2.442, -1.166, -1.474], [-3.929, 0.625, 1.939], [3.382, 2.354, 0.813], [-1.059, 2.873, 0.278], [-1.307, -0.433, -2.152], [0.574, 4.607, 0.216], [2.812, 4.047, -0.914], [-0.685, 4.161, 0.598], [4.080, -2.862, -1.224], [3.494, -1.870, -1.998], [-5.165, -2.860, -0.845], [4.299, 2.121, 1.342], [-4.332, 0.314, 0.976], [3.851, -1.648, -2.993], [4.663, 3.276, -0.582], [-2.745, -1.092, 2.507], [-5.669, -3.819, -0.977], [-3.208, -3.697, -1.204], [-4.648, 0.349, 2.714], [-5.226, -2.310, -1.785], [-1.723, -1.161, -4.100], [-2.337, 1.094, 3.734], [2.086, -2.537, 1.475], [0.930, 5.591, 0.504], [1.958, -0.395, -2.061], [1.455, 1.914, -1.581], [2.961, 0.509, 1.241], [-2.010, 2.464, 0.586], [-3.812, 1.711, 1.942], [4.920, -3.434, -1.593], [-1.940, -2.376, -2.840], [-2.297, -0.056, -1.924], [-3.652, -3.608, 0.508], [-1.353, 4.791, 1.169], [2.695, 2.848, 1.488], [-0.685, 0.402, -2.455], [-5.693, -2.301, -0.070], [-0.308, -1.917, -3.355]], "forces_ev_per_a": [[-0.1, 0.1, -1.7], [0.9, -0.2, 0.9], [-0.7, -0.1, -0.3], [0.3, -0.1, 0.1], [0.0, -0.4, -0.1], [-0.5, 0.2, 0.4], [-0.3, -0.2, 0.0], [-0.1, -0.1, 0.2], [0.0, 0.0, 0.1], [0.0, 0.3, 0.5], [-0.2, 0.2, 0.3], [0.0, 0.0, -0.2], [0.4, 0.0, 0.3], [-0.2, 0.0, -0.1], [-0.1, 0.2, -0.1], [0.0, 0.4, 0.2], [0.0, -0.1, -0.1], [0.2, -0.2, 0.1], [0.2, 0.0, -0.2], [0.2, 0.1, 0.0], [-0.3, 0.1, -0.1], [0.1, 0.0, 0.1], [-0.4, -0.1, -0.1], [0.0, 0.0, 0.0], [-0.3, 0.0, 0.1], [-0.1, 0.1, 0.1], [0.1, 0.1, -0.3], [-0.1, -0.1, -0.3], [0.2, 0.0, 0.1], [0.0, 0.2, 0.1], [0.1, 0.1, 0.0], [0.0, 0.1, -0.1], [0.1, -0.1, -0.1], [0.1, -0.1, -0.1], [-0.1, 0.0, 0.0], [0.1, 0.0, 0.1], [0.0, 0.0, 0.0], [0.0, 0.0, 0.0], [0.0, 0.0, 0.0], [0.0, -0.1, 0.0], [0.0, 0.1, 0.0], [0.0, 0.0, 0.0], [0.1, 0.1, 0.0], [0.0, 0.0, 0.0], [0.0, 0.0, 0.0], [0.0, 0.1, 0.1], [0.0, 0.1, 0.1], [0.0, 0.0, 0.0], [0.0, 0.1, 0.0], [0.1, -0.1, 0.1], [0.4, -0.1, -0.1], [0.0, -0.1, 0.2], [0.0, 0.0, -0.1], [0.0, 0.0, 0.0], [0.0, 0.0, 0.0], [-0.1, 0.0, 0.0], [0.0, 0.0, 0.0], [0.0, 0.0, 0.0], [-0.2, 0.0, 0.1], [0.1, 0.1, -0.1], [0.0, 0.0, 0.0], [0.0, 0.0, 0.0]], "lowdin_charge": [1.78, 1.28, 0.96, -0.69, -0.39, -0.53, -0.48, -0.21, 0.16, -0.64, -0.02, -0.31, -0.07, 0.12, 0.21, -0.06, -0.04, -0.16, -0.47, -0.10, -0.05, -0.23, -0.11, -0.14, -0.11, 0.01, -0.16, -0.09, -0.22, 0.07, -0.42, 0.02, 0.05, 0.00, -0.06, 0.16, 0.09, 0.13, 0.17, 0.15, 0.10, 0.11, 0.11, 0.09, 0.10, 0.13, 0.12, 0.15, 0.12, 0.13, 0.02, 0.11, 0.09, 0.15, 0.07, 0.12, 0.12, 0.13, 0.13, 0.10, 0.09, 0.09], "gap_ev": 8.911, "total_charge": 2, "largest_force_ev_per_a": 1.7, "e_tot_ev": -120433.346, "mol_weight_g_mol": 656.6}

=====

{"formula": "C4H8N4", "method": "wB97M-V/def2-TZVPD", "species": ["N", "N", "N", "N", "C", "C", "C", "C", "H", "H", "H", "H", "H", "H", "H", "H"], "positions_angstrom": [[0.048, -1.570, 1.314], [0.182, 0.268, -1.488], [1.641, 0.583, 0.135], [0.924, -0.424, -0.610], [-0.005, -1.238, 0.156], [-1.282, -0.226, -1.539], [0.651, 1.455, 1.029], [-1.270, -1.262, -0.548], [0.582, 0.722, 2.126], [0.614, 0.261, -2.234], [1.259, 2.398, 1.209], [-2.249, 0.360, -2.167], [-2.345, -1.231, 0.077], [-0.841, -1.958, 1.803], [2.431, 0.168, 0.488], [-0.340, 1.695, 0.249]], "forces_ev_per_a": [[0.6, -1.9, 6.4], [-9.9, 0.5, 5.2], [-4.0, 1.9, -0.9], [0.8, -1.3, 3.3], [-2.1, 1.5, -3.5], [1.8, -0.7, 1.7], [1.3, -2.3, 0.1], [-5.0, 4.5, -2.1], [-0.7, 2.8, -3.4], [4.9, 0.5, -9.8], [-1.1, -1.1, 0.0], [3.6, -2.0, 2.0], [3.0, -1.1, -1.7], [2.1, 0.7, -1.8], [1.8, -0.9, 1.7], [2.9, -0.9, 2.9]], "lowdin_charge": [0.12, -0.02, -0.07, -0.13, -0.51, -0.01, -0.09, -0.09, 0.13, 0.01, 0.05, 0.18, 0.15, 0.11, 0.05, 0.13], "gap_ev": 8.851, "total_charge": 0, "smiles": "[H]/N=c1\\cc[nH]n1NC", "largest_force_ev_per_a": 11.2, "e_tot_ev": -10230.373, "mol_weight_g_mol": 112.1, "de_lowest_kj_mol": 759.3}

=====

{"formula": "C26H44B3IN10O5S", "method": "wB97M-V/def2-TZVPD", "species": ["I", "S", "O", "O", "O", "O", "O", "N", "N", "N", "N", "N", "N", "N", "N", "N", "N", "C", "C", "C", "C", "C", "C", "C", "C", "C", "C", "C", "C", "C", "C", "C", "C", "C", "C", "C", "C", "C", "C", "C", "C", "C", "C", "B", "B", "B", "H", "H", "H", "H", "H", "H", "H", "H", "H", "H", "H", "H", "H", "H", "H", "H", "H", "H", "H", "H", "H", "H", "H", "H", "H", "H", "H", "H", "H", "H", "H", "H", "H", "H", "H", "H", "H", "H", "H", "H", "H", "H", "H", "H"], "positions_angstrom": [[1.635, -0.322, -3.810], [-0.861, -0.972, 1.292], [-0.986, -0.060, 2.399], [1.712, -2.508, -0.929], [0.396, -4.001, 0.317], [0.343, -3.990, -2.152], [-1.793, -2.066, 1.344], [3.143, -2.102, 5.005], [6.040, -5.461, 1.625], [-5.279, 6.353, -2.319], [0.037, -7.462, 1.190], [-6.437, 2.127, -6.464], [-0.987, 5.515, -2.467], [0.095, 0.958, 7.552], [3.341, 3.626, 0.850], [3.051, 1.954, 0.010], [-2.173, 1.834, -2.999], [3.816, -1.148, 7.343], [3.437, -1.685, 6.029], [0.848, -1.577, 1.315], [-0.509, 2.800, -1.237], [0.165, -1.418, -2.705], [-4.759, 3.091, -4.713], [4.925, -5.336, 1.848], [-1.639, 6.060, -1.701], [3.496, -5.177, 2.131], [-5.701, 2.550, -5.696], [-1.483, -5.299, -0.952], [-5.753, 6.334, -1.277], [-1.119, -1.771, -3.540], [-1.442, 2.261, -2.229], [3.056, 6.087, 1.697], [3.217, 4.704, 1.236], [-6.378, 6.306, 0.048], [0.923, -7.856, 0.581], [-2.713, -4.333, -1.136], [-1.489, -0.654, -4.568], [-2.485, 6.750, -0.726], [5.171, 1.521, -1.469], [2.057, -8.360, -0.199], [0.453, 1.108, 6.475], [3.967, 1.739, -0.664], [0.914, 1.301, 5.095], [-0.186, -4.401, -0.896], [0.984, -2.746, 0.235], [0.746, -2.675, -1.948], [1.725, 0.609, 4.873], [-5.682, 6.687, 0.794], [-5.305, 3.520, -3.875], [4.965, 0.821, -2.279], [-2.830, 6.042, 0.027], [3.013, -1.318, 8.058], [-4.109, 2.299, -4.345], [-1.919, 7.541, -0.238], [-1.332, -5.950, -1.828], [-6.652, 5.284, 0.304], [-2.570, -0.762, -4.750], [0.151, 2.012, -0.871], [-2.380, -3.299, -0.965], [1.079, -1.868, 2.346], [2.898, 6.748, 0.846], [1.458, -0.733, 0.953], [-0.973, -0.815, -5.521], [0.092, 1.119, 4.403], [-3.347, 7.178, -1.227], [-3.058, -4.391, -2.176], [3.949, 6.403, 2.232], [4.004, -0.079, 7.267], [5.958, 1.110, -0.838], [4.718, -1.645, 7.694], [1.271, 2.321, 4.964], [-7.273, 6.925, 0.046], [2.309, -7.651, -0.986], [-1.340, 0.357, -4.158], [-1.095, -0.352, 0.090], [-0.201, -0.733, -1.918], [3.271, -4.130, 2.325], [3.224, -5.766, 3.005], [-3.507, -4.561, -0.421], [2.921, -8.493, 0.450], [-0.967, -2.730, -4.046], [-4.149, 3.866, -5.173], [-1.595, -5.907, -0.050], [0.091, 3.585, -1.686], [2.198, 6.153, 2.365], [5.519, 2.465, -1.896], [-1.964, -1.845, -2.839], [1.799, -9.316, -0.649], [-1.068, 3.214, -0.399], [2.909, -5.515, 1.278]], "forces_ev_per_a": [[0.2, -0.2, 0.3], [-0.4, -0.9, 2.3], [0.3, 0.9, -0.6], [-1.4, 1.0, 0.2], [-0.6, 1.2, -0.5], [-0.8, 1.3, 1.2], [0.3, -0.3, -0.9], [-0.1, -0.1, -0.4], [0.4, -0.1, -0.1], [0.1, 0.0, -0.3], [-0.3, 0.1, 0.2], [-0.3, -0.2, -0.3], [0.2, 0.0, -0.3], [-0.1, -0.1, 0.4], [1.1, 5.0, 3.0], [-0.3, -4.6, -2.9], [-0.4, 0.1, 0.0], [-0.1, -0.1, -0.2], [0.2, 0.3, 0.6], [-0.4, 0.1, -1.4], [0.0, -0.3, 0.0], [-1.6, -0.6, 0.1], [-0.1, -0.2, -0.1], [-0.6, 0.1, 0.1], [-0.5, 0.3, 0.4], [0.2, 0.0, -0.1], [0.4, 0.3, 0.4], [0.5, 0.3, 0.1], [-0.5, -0.1, 0.5], [0.7, 1.2, -0.5], [0.5, 0.4, 0.5], [-0.1, -0.2, -0.1], [-0.2, 0.5, 0.0], [0.1, 0.0, -0.2], [0.5, -0.2, -0.3], [0.9, -0.1, -0.3], [-0.6, -0.9, 0.3], [0.3, 0.0, 0.0], [-0.1, 0.3, 0.1], [-0.2, 0.1, 0.1], [0.3, 0.1, -0.7], [-0.5, -1.0, -0.2], [-0.1, 0.0, 0.2], [-0.4, -1.8, -0.2], [1.2, -0.9, 0.2], [1.9, -0.4, -0.9], [0.0, 0.0, 0.0], [0.0, 0.0, 0.0], [0.0, 0.0, 0.0], [0.0, 0.0, 0.1], [0.0, 0.0, 0.0], [0.0, 0.0, 0.0], [0.0, 0.1, 0.0], [0.0, 0.0, 0.0], [-0.4, 0.0, 0.3], [0.0, 0.0, 0.0], [0.3, 0.2, -0.2], [0.0, 0.0, 0.0], [-0.4, -0.1, 0.1], [-0.3, 0.2, -0.1], [0.0, 0.0, 0.0], [0.0, -0.2, 0.5], [0.0, 0.3, 0.3], [0.0, -0.1, 0.0], [0.1, 0.0, -0.1], [-0.2, 0.0, 0.4], [0.0, 0.0, 0.0], [0.0, 0.0, 0.0], [0.0, 0.0, 0.0], [0.0, 0.0, 0.0], [0.0, 0.0, 0.0], [0.0, 0.0, 0.0], [0.0, 0.0, 0.0], [0.1, -0.7, -0.5], [0.6, 0.1, 0.2], [0.5, 0.1, -0.3], [0.0, 0.0, 0.1], [0.0, 0.0, 0.0], [0.1, 0.1, -0.3], [0.0, 0.0, 0.0], [-0.2, 0.1, 0.1], [0.0, 0.0, 0.0], [0.0, 0.1, -0.2], [0.0, 0.0, 0.0], [0.0, 0.0, 0.0], [0.0, -0.1, 0.0], [0.4, -0.3, 0.0], [0.0, 0.0, 0.0], [0.0, 0.0, 0.0], [0.0, 0.0, 0.0]], "lowdin_charge": [0.95, 0.68, -0.35, 0.26, 0.28, 0.29, -0.32, 0.13, 0.12, 0.15, 0.16, 0.11, 0.15, 0.12, 0.09, 0.05, 0.16, -0.06, -0.28, -0.08, -0.07, -0.59, -0.08, -0.28, -0.25, -0.06, -0.29, -0.10, -0.28, -0.27, -0.24, -0.06, -0.17, -0.05, -0.27, -0.07, -0.18, -0.07, -0.07, -0.06, -0.28, -0.27, -0.06, -0.52, -0.59, -0.66, 0.06, 0.08, 0.07, 0.06, 0.08, 0.08, 0.03, 0.08, 0.11, 0.09, 0.07, 0.06, 0.05, 0.11, 0.08, 0.10, 0.05, 0.06, 0.04, 0.08, 0.08, 0.08, 0.08, 0.08, 0.08, 0.09, 0.08, -0.01, 0.08, 0.06, 0.07, 0.09, 0.08, 0.08, 0.11, 0.08, 0.08, 0.05, 0.08, 0.08, 0.11, 0.08, 0.08, 0.06], "gap_ev": 8.698, "total_charge": 0, "largest_force_ev_per_a": 5.9, "e_tot_ev": -73779.822, "mol_weight_g_mol": 768.1}

=====

{"formula": "C17H22Cl3N2O6PS2SnTe", "method": "wB97M-V/def2-TZVPD", "species": ["Te", "Sn", "Cl", "Cl", "Cl", "S", "S", "P", "O", "O", "O", "O", "O", "O", "N", "N", "C", "C", "C", "C", "C", "C", "C", "C", "C", "C", "C", "C", "C", "C", "C", "C", "C", "H", "H", "H", "H", "H", "H", "H", "H", "H", "H", "H", "H", "H", "H", "H", "H", "H", "H", "H", "H", "H", "H"], "positions_angstrom": [[2.942, 3.215, 0.043], [0.381, 0.196, 1.895], [0.554, -3.565, -1.573], [2.802, -4.010, 0.185], [0.129, -4.781, 1.005], [-3.292, -4.147, 2.335], [-4.411, 3.126, 0.795], [0.582, 2.775, -0.135], [0.289, 1.485, -0.998], [-0.022, 3.941, -1.033], [2.275, 0.831, 1.381], [1.210, -2.119, 1.994], [0.508, -1.238, 0.098], [-0.067, 2.618, 1.192], [-1.990, -2.013, 1.682], [-2.530, 1.070, 0.580], [-2.578, -2.490, 0.516], [-3.318, 1.928, 0.668], [0.987, 1.177, -2.227], [-3.327, -3.663, 0.673], [1.080, -3.588, 0.108], [-3.837, -3.682, -1.647], [-0.153, 5.266, -0.462], [-3.963, -4.273, -0.407], [0.191, 0.122, -2.954], [-2.279, -2.781, 2.670], [-2.462, -1.904, -0.746], [0.912, -2.202, 0.792], [4.536, 0.736, 2.209], [-3.094, -2.505, -1.813], [3.887, -0.457, 0.089], [3.432, -0.002, 1.468], [-1.514, 5.437, 0.170], [4.723, -1.154, 0.172], [5.394, 0.083, 2.372], [-1.621, 6.454, 0.551], [3.180, -0.895, 2.051], [4.176, 1.089, 3.176], [-2.300, 5.256, -0.564], [-1.876, -1.004, -0.862], [4.211, 0.400, -0.506], [3.076, -0.956, -0.442], [4.874, 1.602, 1.634], [-1.627, 4.740, 1.001], [-3.009, -2.066, -2.799], [-1.914, -2.613, 3.674], [1.983, 0.821, -1.961], [-4.318, -4.136, -2.504], [0.646, 5.429, 0.266], [-4.535, -5.182, -0.277], [1.082, 2.088, -2.821], [-0.003, 5.954, -1.292], [0.124, -0.784, -2.353], [0.687, -0.118, -3.895], [-0.813, 0.486, -3.174]], "forces_ev_per_a": [[0.0, 0.0, 0.0], [-0.1, 0.1, 0.2], [0.0, 0.0, 0.0], [0.0, 0.0, 0.0], [0.0, 0.0, 0.0], [0.0, 0.0, 0.0], [0.0, 0.0, 0.0], [0.1, 0.1, -0.2], [0.0, 0.2, 0.0], [0.0, 0.0, 0.1], [0.1, 0.0, 0.0], [0.0, -0.1, 0.0], [0.0, 0.1, 0.0], [0.0, -0.2, 0.0], [0.0, 0.0, 0.0], [0.0, 0.0, 0.0], [0.0, 0.0, 0.0], [0.0, 0.0, 0.0], [0.0, -0.1, 0.0], [0.0, 0.0, 0.0], [0.0, 0.0, 0.0], [0.0, 0.0, 0.0], [0.0, 0.0, 0.0], [0.0, 0.0, 0.0], [0.0, 0.0, 0.0], [0.0, 0.0, 0.0], [0.0, 0.0, 0.0], [0.1, -0.1, 0.1], [0.0, 0.0, 0.0], [0.0, 0.0, 0.0], [0.0, 0.0, 0.0], [0.0, -0.1, 0.0], [0.0, 0.0, 0.0], [0.0, 0.0, 0.0], [0.0, 0.0, 0.0], [0.0, 0.0, 0.0], [0.0, 0.0, 0.0], [0.0, 0.0, 0.0], [0.0, 0.0, 0.0], [0.0, 0.0, 0.0], [0.0, 0.0, 0.0], [0.0, 0.0, 0.0], [0.0, 0.0, 0.0], [0.0, 0.0, 0.0], [0.0, 0.0, 0.0], [0.0, 0.0, 0.0], [0.0, 0.0, 0.0], [0.0, 0.0, 0.0], [0.0, 0.0, 0.0], [0.0, 0.0, 0.0], [0.0, 0.0, 0.0], [0.0, 0.0, 0.0], [0.0, 0.0, 0.0], [0.0, 0.0, 0.0], [0.0, 0.0, 0.0]], "lowdin_charge": [0.86, 1.43, 0.65, 0.63, 0.65, 1.03, 0.78, 0.10, -0.30, -0.27, -0.58, -0.13, -0.18, -0.46, 0.02, 0.15, -0.33, -0.80, -0.27, -0.49, -1.48, -0.09, -0.28, -0.09, -0.06, -0.46, -0.05, -0.88, -0.07, -0.08, -0.07, -0.56, -0.08, 0.08, 0.08, 0.08, 0.12, 0.08, 0.07, 0.08, 0.05, 0.06, 0.03, 0.06, 0.10, 0.08, 0.09, 0.10, 0.09, 0.11, 0.11, 0.12, 0.03, 0.09, 0.08], "gap_ev": [6.745, 4.650], "total_charge": 0, "largest_force_ev_per_a": 0.2, "e_tot_ev": -114904.436, "mol_weight_g_mol": 798.1, "de_lowest_kj_mol": 72.8}

=====

{"formula": "C4H4N2OS", "method": "wB97M-V/def2-TZVPD", "species": ["S", "O", "N", "N", "C", "C", "C", "C", "H", "H", "H", "H"], "positions_angstrom": [[-0.659, 1.120, -1.785], [-0.037, 0.400, 2.182], [0.370, -1.651, -1.402], [0.867, -1.474, 0.841], [0.653, -0.842, 1.969], [-0.186, 0.492, -0.202], [-0.309, 1.078, 0.989], [0.338, -0.927, -0.352], [-0.439, 2.194, 1.167], [-1.359, 2.160, -1.261], [-0.162, -1.233, -2.246], [1.160, -1.180, 2.941]], "forces_ev_per_a": [[-0.2, 1.0, 0.7], [1.3, -1.7, -1.6], [-1.1, 1.0, -0.9], [-0.5, 1.8, 2.8], [0.7, 0.0, -0.9], [0.0, -1.3, -0.9], [0.5, 1.1, 0.8], [-0.6, 0.3, 0.2], [-0.3, -1.8, -0.3], [0.2, -0.3, -0.4], [1.2, -0.5, 1.9], [-1.2, 0.4, -1.6]], "lowdin_charge": [0.81, -0.04, 0.12, 0.13, -0.10, -0.55, -0.13, -0.48, 0.15, -0.11, 0.04, 0.15], "gap_ev": 9.379, "total_charge": 0, "smiles": "[H]/N=c1/ncocc1S", "largest_force_ev_per_a": 3.3, "e_tot_ev": -20073.825, "mol_weight_g_mol": 128.2, "de_lowest_kj_mol": 183.8}